# 1
Molecular formula: C23H71N6O8
Method: DFT, wB97M-V/def2-TZVPD

Calculated values
Energy above the lowest of the compared OMol25 structures with the same formula, charge and spin in eV: 0.0000
Frontier orbital gap in eV: 9.3

ORCA input file:
```
! wB97M-V def2-TZVPD RIJCOSX def2/J DEFGRID3
* xyz 1 1
N -0.423 -0.840 -0.946
H 0.473 -0.078 -1.185
H -1.014 -0.515 -0.026
H -0.099 -1.799 -0.715
H -0.940 -0.756 -1.888
C 0.290 1.452 2.156
C 1.819 1.334 1.757
C 2.816 1.234 2.927
O 2.741 2.483 3.678
C 3.392 2.716 4.899
N 1.975 0.162 0.905
H 0.171 2.196 3.000
H -0.178 0.406 2.420
H -0.126 1.855 1.344
H 2.201 2.298 1.066
H 3.811 1.004 2.430
H 2.377 0.366 3.730
H 2.979 3.477 5.486
H 4.374 3.000 4.717
H 3.386 1.647 5.362
H 2.784 0.192 0.350
H 1.958 -0.568 1.464
C 1.899 1.831 -2.633
C 2.854 3.061 -3.030
C 3.997 3.400 -2.076
O 3.577 3.757 -0.724
C 4.652 4.192 -0.019
N 3.375 2.528 -4.298
H 1.255 2.382 -1.723
H 2.513 1.153 -2.194
H 1.221 1.734 -3.348
H 2.168 4.021 -3.143
H 4.592 4.060 -2.456
H 4.675 2.377 -2.149
H 5.038 5.091 -0.569
H 5.567 3.514 0.207
H 4.473 4.637 0.958
H 4.044 3.277 -4.609
H 2.704 2.635 -4.950
C -2.719 -0.904 3.156
C -4.006 -1.801 3.012
C -4.938 -1.638 4.330
O -4.292 -1.803 5.622
C -5.099 -1.635 6.753
N -4.722 -1.481 1.814
H -2.017 -0.917 2.417
H -2.209 -1.475 3.834
H -2.910 0.090 3.469
H -3.901 -2.860 2.827
H -5.777 -2.414 4.228
H -5.221 -0.522 4.110
H -4.524 -1.414 7.620
H -5.637 -2.563 7.013
H -6.046 -0.683 6.654
H -5.214 -0.564 1.918
H -5.547 -1.986 1.689
C -4.197 1.347 -1.408
C -3.019 2.337 -1.243
C -2.818 3.065 0.170
O -4.069 3.710 0.477
C -4.068 4.301 1.736
N -1.815 1.663 -1.656
H -4.369 1.041 -2.467
H -5.078 1.741 -1.179
H -4.069 0.536 -0.654
H -3.082 3.198 -2.110
H -1.823 3.556 0.256
H -2.768 2.453 1.025
H -3.607 3.627 2.559
H -5.140 4.365 2.148
H -3.412 5.202 1.559
H -1.079 2.289 -1.272
H -1.702 1.518 -2.755
C 3.311 -3.506 -1.069
C 2.739 -3.141 -2.455
C 3.259 -4.203 -3.604
O 4.659 -4.228 -3.519
C 5.302 -5.004 -4.447
N 1.337 -3.200 -2.438
H 3.338 -2.742 -0.435
H 4.492 -3.393 -1.252
H 3.041 -4.677 -0.895
H 3.220 -2.313 -2.703
H 2.932 -4.097 -4.578
H 3.180 -5.280 -3.365
H 6.275 -5.017 -4.405
H 5.041 -4.770 -5.477
H 5.171 -6.103 -4.281
H 0.893 -3.123 -3.307
H 1.254 -4.236 -2.136
C -1.850 1.236 -5.325
O -1.179 0.407 -4.338
H -2.980 0.955 -5.366
H -1.319 0.820 -6.291
H -1.775 2.235 -5.199
H -0.494 0.056 -4.780
C 1.742 -2.882 2.776
O 0.606 -2.351 2.017
H 1.788 -3.930 2.660
H 1.649 -2.801 3.832
H 2.687 -2.400 2.302
H 0.110 -3.102 1.822
C -3.479 -2.693 -1.347
O -2.861 -2.326 -0.062
H -4.379 -2.615 -1.203
H -3.571 -3.696 -1.460
H -3.096 -2.165 -2.123
H -3.521 -2.009 0.585
*
```

Löwdin population analysis, charges in e, atoms 1 to 2: number 1, N, carries 0.183; number 2, H, carries 0.182

# 2
Molecular formula: C7H8F5N2OTl
Method: DFT, wB97M-V/def2-TZVPD

Calculated values
Frontier orbital gap in eV: 7.8

ORCA input file:
```
! wB97M-V def2-TZVPD RIJCOSX def2/J DEFGRID3
* xyz 0 1
Tl -1.070 -0.096 4.250
F 2.940 0.069 5.001
C 1.388 -0.676 4.250
F 0.849 -0.709 5.571
C 1.927 -1.973 3.774
F 2.597 -2.138 2.717
F 0.640 -2.604 3.817
F 2.687 -3.000 4.233
N -0.641 0.331 1.443
C -1.034 0.397 0.335
N -0.535 0.627 -1.188
C -0.639 1.955 -1.509
C -0.464 2.007 -3.227
O -0.854 0.943 -3.796
C -0.679 -0.530 -3.375
C -1.349 -0.431 -1.755
H -0.092 2.724 -1.369
H -1.533 2.007 -1.737
H 0.487 1.854 -2.836
H -0.210 3.120 -3.560
H 0.523 -0.612 -3.358
H -1.428 -1.032 -4.206
H -1.184 -1.589 -1.327
H -2.327 -0.646 -2.146
*
```

Löwdin population analysis, charges in e, atoms 1 to 2: number 1, Tl, carries 0.954; number 2, F, carries -0.306

# 3
Molecular formula: C4H6N2S
Method: DFT, wB97M-V/def2-TZVPD

Calculated values
Energy above the lowest of the compared OMol25 structures with the same formula, charge and spin in eV: 1.3505
Frontier orbital gap in eV: 9.4

ORCA input file:
```
! wB97M-V def2-TZVPD RIJCOSX def2/J DEFGRID3
* xyz 0 1
C 0.119 2.166 -0.004
C 0.628 0.760 0.000
C 1.894 0.230 -0.002
C 1.720 -1.163 -0.003
N 0.434 -1.494 0.001
N -0.202 -0.315 0.002
S -1.936 -0.261 0.000
H 0.934 2.877 0.020
H -0.497 2.356 0.891
H -0.513 2.376 -0.885
H 2.812 0.793 0.005
H 2.464 -1.922 0.010
H -2.002 -1.601 -0.003
*
```

Löwdin population analysis, charges in e, atoms 1 to 2: number 1, C, carries -0.051; number 2, C, carries -0.358

# 4
Molecular formula: C39H36ClN3PdSi2
Method: DFT, wB97M-V/def2-TZVPD

Calculated values
Energy above the lowest of the compared OMol25 structures with the same formula, charge and spin in eV: 0.0000
Frontier orbital gap (alpha / beta) in eV: 5.6 / 7.3

ORCA input file:
```
! wB97M-V def2-TZVPD RIJCOSX def2/J DEFGRID3
* xyz 0 3
C 2.409 -3.596 3.000
C 2.998 -2.841 1.944
C 2.795 -1.444 2.251
H 3.564 -3.233 1.097
C 2.031 -1.376 3.469
C 1.846 -2.702 3.950
H 1.422 -2.969 4.916
H 2.489 -4.671 3.109
H 3.226 -0.589 1.733
H 1.739 -0.447 3.953
Pd 0.773 -2.161 1.652
Si -2.570 2.674 -2.032
C -2.048 2.861 -3.826
C -2.913 3.304 -4.836
H -3.962 3.501 -4.598
C -2.420 3.499 -6.138
H -3.088 3.874 -6.915
C -1.083 3.221 -6.445
H -0.705 3.362 -7.459
C -0.223 2.766 -5.439
H 0.822 2.552 -5.664
C -0.705 2.596 -4.143
H -0.030 2.250 -3.358
C -2.767 4.434 -1.399
C -1.948 5.439 -1.959
H -1.433 5.248 -2.907
C -1.727 6.645 -1.281
H -1.049 7.386 -1.708
C -2.347 6.886 -0.050
H -2.104 7.785 0.519
C -3.267 5.953 0.441
H -3.795 6.167 1.372
C -3.489 4.739 -0.231
H -4.189 4.000 0.171
H -1.285 2.278 -1.456
Si 0.193 -0.322 0.355
C 0.639 1.110 1.487
C 1.595 2.045 1.067
H 2.017 1.970 0.062
C 1.915 3.142 1.880
H 2.630 3.884 1.522
C 1.263 3.332 3.104
H 1.458 4.231 3.701
C 0.334 2.380 3.543
H -0.190 2.532 4.488
C 0.025 1.275 2.740
H -0.760 0.585 3.053
C 1.242 -0.257 -1.204
C 2.582 -0.672 -1.101
H 2.958 -1.074 -0.156
C 3.459 -0.584 -2.186
H 4.497 -0.893 -2.062
C 3.001 -0.095 -3.413
H 3.692 0.013 -4.257
C 1.647 0.231 -3.551
H 1.292 0.592 -4.518
C 0.757 0.110 -2.472
H -0.309 0.323 -2.596
H -3.617 1.627 -1.704
Cl -1.825 -0.293 -0.087
N 0.402 -5.393 2.395
C -0.463 -4.587 3.169
C -1.090 -5.188 4.276
C -1.923 -4.410 5.070
C -2.088 -3.053 4.754
C -1.436 -2.527 3.649
N -0.623 -3.290 2.876
C 0.570 -5.225 0.994
C 0.579 -6.377 0.193
C 0.670 -6.243 -1.185
C 0.821 -4.962 -1.732
C 0.830 -3.869 -0.880
N 0.676 -4.009 0.459
H 0.438 -6.367 2.707
H -0.949 -6.263 4.395
H -2.454 -4.865 5.897
H -2.724 -2.401 5.352
H -1.569 -1.482 3.340
H 0.432 -7.318 0.718
H 0.608 -7.119 -1.818
H 0.926 -4.803 -2.805
H 0.905 -2.839 -1.254
*
```

Löwdin population analysis, charges in e, atoms 1 to 2: number 1, C, carries -0.186; number 2, C, carries -0.174

# 5
Molecular formula: C5H12N4
Method: DFT, wB97M-V/def2-TZVPD

Calculated values
Energy above the lowest of the compared OMol25 structures with the same formula, charge and spin in eV: 2.6619
Frontier orbital gap in eV: 9.3

ORCA input file:
```
! wB97M-V def2-TZVPD RIJCOSX def2/J DEFGRID3
* xyz 0 1
C 0.421 0.572 0.364
C -0.420 1.468 1.227
C -0.244 1.777 -0.239
C 0.644 -1.073 -1.230
C -0.136 -0.916 0.039
N 1.824 0.533 0.654
N -0.079 -0.886 -2.307
N 0.286 -1.856 1.054
N -1.573 -0.929 -0.116
H 2.322 0.115 -0.125
H 2.187 1.461 0.832
H -1.083 -0.694 -2.286
H 0.365 -0.923 -3.214
H 0.118 -1.463 1.977
H 1.284 -2.016 0.967
H -2.035 -0.791 0.775
H -1.858 -1.832 -0.483
H 0.095 2.087 1.945
H -1.388 1.134 1.566
H 0.373 2.621 -0.516
H -1.103 1.610 -0.884
*
```

Löwdin population analysis, charges in e, atoms 1 to 2: number 1, C, carries -0.481; number 2, C, carries -0.086